Entry 1:
{
  "formula": "C20H14ClN3O3",
  "method": "wB97M-V/def2-TZVPD",
  "species": ["H", "N", "O", "H", "C", "Cl", "C", "C", "C", "O", "H", "C", "H", "C", "C", "C", "H", "C", "N", "H", "O", "H", "C", "H", "H", "H", "H", "N", "H", "C", "H", "C", "H", "C", "C", "C", "C", "C", "C", "C", "C"],
  "coordinates": [[0.256, 4.965, 4.050], [-0.364, -3.588, -2.337], [-1.494, 1.785, 0.673], [3.337, -2.826, -2.768], [3.093, -0.990, 0.051], [-1.235, 4.532, 1.704], [3.651, -1.466, -1.126], [1.722, -2.859, -1.360], [0.591, 4.038, 3.612], [1.456, -4.874, -2.615], [-4.469, -0.899, -2.695], [-2.588, -0.844, -1.662], [-3.811, 2.519, -0.201], [0.965, -3.872, -2.142], [-4.276, 0.861, -1.491], [-3.840, -0.345, -2.013], [-2.759, -2.709, -2.806], [-1.784, -0.122, -0.778], [1.946, -1.430, 0.540], [2.816, 1.539, 4.093], [0.508, 1.462, -0.331], [-5.246, 1.246, -1.766], [1.600, 3.299, 4.204], [-0.820, -0.520, -0.511], [1.761, 0.743, 1.993], [4.601, -1.094, -1.475], [3.594, -0.229, 0.635], [-0.901, -2.448, -1.906], [0.356, -2.682, 0.304], [-3.480, 1.581, -0.618], [2.052, 3.655, 5.117], [0.426, 2.395, 1.855], [-0.900, -4.242, -2.916], [0.001, 3.583, 2.442], [-2.091, -2.102, -2.185], [2.029, 2.113, 3.628], [1.278, -2.339, -0.145], [1.450, 1.667, 2.456], [-2.230, 1.080, -0.267], [-0.154, 1.837, 0.599], [2.953, -2.422, -1.842]],
  "forces_ev_per_angstrom": [[0.0, 0.1, 0.0], [-0.6, -0.9, -0.6], [-0.5, -0.2, 0.1], [0.0, 0.0, -0.1], [0.3, 0.0, -0.2], [-0.2, 0.3, 0.0], [-0.1, 0.0, 0.1], [0.5, 0.2, 0.2], [-0.1, 0.0, -0.1], [0.1, 0.0, 0.0], [-0.1, -0.1, -0.1], [-0.3, 0.8, 0.4], [0.0, 0.1, 0.1], [-0.1, 0.0, 0.0], [0.0, 0.1, 0.0], [0.2, -0.2, 0.0], [0.1, 0.0, 0.0], [-0.1, 0.0, 0.0], [-0.2, 0.1, 0.5], [0.1, -0.1, 0.0], [-0.2, 0.1, 0.2], [-0.1, 0.0, 0.0], [0.0, 0.0, 0.0], [0.1, 0.0, 0.0], [0.0, -0.1, -0.1], [0.1, 0.0, 0.0], [0.1, 0.1, 0.0], [-0.3, 0.7, 0.2], [-0.1, 0.0, -0.1], [0.3, 0.0, 0.1], [0.0, 0.0, 0.1], [0.0, 0.0, 0.1], [0.3, 0.2, 0.2], [0.2, -0.3, 0.1], [0.3, -0.8, -0.3], [0.0, 0.0, 0.0], [0.0, -0.3, -0.2], [-0.1, 0.1, -0.1], [-0.2, -0.3, -0.4], [0.6, 0.1, -0.3], [-0.3, -0.1, 0.1]],
  "gap_ev": 8.87,
  "e_homo_ev": -8.6879,
  "e_above_lowest_ev": 0.000,
  "e_tot_ev": -44102.106
}

---

Entry 2:
{
  "formula": "C20H14N6O3RuSSe",
  "method": "wB97M-V/def2-TZVPD",
  "species": ["C", "H", "N", "H", "C", "C", "C", "C", "H", "H", "H", "N", "C", "Ru", "C", "H", "C", "C", "O", "N", "N", "C", "C", "H", "N", "C", "H", "H", "S", "H", "C", "C", "Se", "H", "C", "O", "H", "N", "C", "H", "C", "O", "H", "C", "C", "C"],
  "coordinates": [[-2.883, 0.513, 1.343], [-1.398, 3.479, -0.125], [-1.221, 1.496, 0.180], [-3.458, -0.010, -4.087], [-0.583, -1.835, -2.416], [-2.638, -0.553, -3.639], [0.647, 4.122, -1.520], [0.464, -2.496, -1.687], [2.692, -5.040, -1.923], [1.313, -4.800, -4.052], [-0.060, 4.881, -1.201], [-1.175, -0.794, -1.782], [1.145, -3.573, -2.260], [-0.261, -0.270, 0.016], [-2.190, -0.186, -2.369], [3.476, 3.738, -3.308], [2.425, 2.181, -2.312], [1.325, 1.776, -1.505], [1.228, 0.528, -1.199], [-2.431, 1.627, 0.860], [-4.110, 0.585, 1.993], [-0.225, -3.379, -4.237], [1.722, 4.486, -2.299], [3.158, -4.195, 0.383], [0.726, -2.046, -0.434], [-2.034, -1.587, -4.312], [-4.232, -0.132, 2.689], [3.116, 1.402, -2.609], [-2.137, -1.042, 1.233], [1.871, 5.516, -2.593], [0.786, -3.984, -3.579], [-0.979, -2.277, -3.689], [0.980, 0.179, 2.081], [-2.374, -1.874, -5.293], [0.412, 2.800, -1.106], [0.358, -4.436, -6.201], [1.843, -2.235, 1.250], [-0.548, -3.938, -5.560], [2.396, -3.744, -0.237], [-2.641, 0.625, -1.812], [1.666, -2.659, 0.266], [-1.705, -3.897, -5.933], [-4.318, 1.515, 2.324], [2.143, -4.206, -1.502], [-0.786, 2.599, -0.315], [2.618, 3.484, -2.695]],
  "forces_ev_per_angstrom": [[0.0, 0.0, 0.0], [0.0, 0.0, 0.0], [0.0, 0.0, 0.0], [0.0, 0.0, 0.0], [0.0, 0.0, 0.0], [0.0, 0.0, 0.0], [0.0, 0.0, 0.0], [0.0, 0.0, 0.0], [0.0, 0.0, 0.0], [0.0, 0.0, 0.0], [0.0, 0.0, 0.0], [0.0, 0.0, 0.0], [0.0, 0.0, 0.0], [0.0, 0.0, 0.0], [0.0, 0.0, 0.0], [0.0, 0.0, 0.0], [0.0, 0.0, 0.0], [0.0, 0.0, 0.0], [0.0, 0.0, 0.0], [0.0, 0.0, 0.0], [0.0, 0.0, 0.0], [0.0, 0.0, 0.0], [0.0, 0.0, 0.0], [0.0, 0.0, 0.0], [0.0, 0.0, 0.0], [0.0, 0.0, 0.0], [0.0, 0.0, 0.0], [0.0, 0.0, 0.0], [0.0, 0.0, 0.0], [0.0, 0.0, 0.0], [0.0, 0.0, 0.0], [0.0, 0.0, 0.0], [0.0, 0.0, 0.0], [0.0, 0.0, 0.0], [0.0, 0.0, 0.0], [0.0, 0.0, 0.0], [0.0, 0.0, 0.0], [0.0, 0.0, 0.0], [0.0, 0.0, 0.0], [0.0, 0.0, 0.0], [0.0, 0.0, 0.0], [0.0, 0.0, 0.0], [0.0, 0.0, 0.0], [0.0, 0.0, 0.0], [0.0, 0.0, 0.0], [0.0, 0.0, 0.0]],
  "charge": -1,
  "gap_ev": [4.51, 4.28],
  "spin_multiplicity": 2,
  "e_homo_ev": [-3.3881, -3.1670],
  "e_above_lowest_ev": 0.000,
  "e_tot_ev": -114815.300,
  "s_squared": 0.756
}

---

Entry 3:
{
  "formula": "C20H14N7O2",
  "method": "wB97M-V/def2-TZVPD",
  "species": ["C", "H", "H", "N", "H", "C", "C", "N", "C", "N", "C", "H", "C", "H", "C", "C", "O", "C", "N", "H", "C", "H", "C", "H", "H", "C", "C", "H", "H", "C", "H", "O", "H", "C", "H", "C", "C", "N", "N", "C", "N", "C", "C"],
  "coordinates": [[-3.034, -3.088, -0.175], [-0.189, -6.366, -1.809], [1.942, -6.573, -0.478], [-0.211, -0.752, -0.453], [1.653, -2.371, 0.584], [2.405, 3.547, 0.638], [0.208, -5.515, -1.244], [2.166, 4.188, -1.717], [1.560, 5.685, -0.182], [2.069, 4.408, -0.372], [-0.495, -4.308, -1.231], [1.144, 7.224, 1.252], [-4.425, -3.013, -0.255], [1.792, -0.089, -0.437], [1.417, -5.613, -0.538], [0.397, 1.435, -1.076], [2.934, 3.674, 4.136], [2.345, 4.048, 1.921], [2.899, 3.244, 2.963], [1.714, 5.630, 3.223], [-0.781, -1.925, -0.415], [2.930, -4.502, 0.578], [1.248, -3.260, 0.094], [-2.543, -4.049, 0.003], [-4.742, 0.389, -0.592], [-2.253, -1.924, -0.343], [-5.056, -1.774, -0.437], [-6.141, -1.715, -0.512], [-1.442, -4.222, -1.768], [0.717, 0.125, -0.617], [2.686, 2.526, 0.431], [3.327, 2.110, 2.637], [-2.289, 0.222, -0.452], [1.949, -4.473, 0.095], [-5.017, -3.927, -0.179], [-0.021, -3.189, -0.500], [1.817, 5.349, 2.178], [1.279, 6.189, -1.401], [1.668, 5.244, -2.304], [-2.903, -0.679, -0.430], [0.116, 2.507, -1.466], [-4.292, -0.599, -0.500], [1.455, 6.183, 1.146]],
  "forces_ev_per_angstrom": [[-0.2, 0.3, -0.1], [0.2, 0.3, 0.3], [-0.1, 0.4, -0.1], [-1.5, -0.4, -0.5], [-0.1, -0.3, -0.1], [-0.1, 0.7, 0.3], [0.2, 0.5, 0.2], [-0.5, 0.9, -0.2], [0.0, -0.6, -1.4], [0.0, 0.5, -0.3], [0.3, -0.1, 0.2], [-0.1, -0.5, 0.3], [0.1, 0.4, 0.0], [-0.3, 0.2, -0.4], [0.1, 0.2, 0.1], [-0.7, 1.5, -0.1], [-0.2, -0.4, -2.3], [-0.5, 0.5, -1.7], [0.8, -2.4, 1.9], [0.2, 0.2, -0.3], [0.7, 0.4, 0.2], [-0.3, -0.2, -0.1], [0.1, -0.7, -0.1], [-0.3, 0.4, -0.1], [-0.1, -0.3, 0.0], [0.0, 0.0, -0.1], [0.0, 0.0, 0.0], [0.2, -0.1, 0.0], [0.4, 0.0, 0.1], [1.5, -0.5, 0.4], [0.2, 0.2, -0.3], [-0.7, 2.3, 0.7], [-0.2, -0.3, -0.1], [-0.2, 0.1, -0.3], [0.1, 0.3, 0.0], [0.0, 0.1, 0.0], [0.0, 0.5, 0.0], [0.5, -0.7, 1.0], [0.7, -0.6, 1.9], [-0.6, -0.1, -0.1], [0.2, -1.7, 0.7], [0.5, -0.5, 0.2], [0.1, -0.3, 0.2]],
  "charge": -1,
  "gap_ev": 3.70,
  "e_homo_ev": -2.9684,
  "e_above_lowest_ev": 0.100,
  "e_tot_ev": -35488.033
}

---

Entry 4:
{
  "formula": "C20H15AuCl2O2PS",
  "method": "wB97M-V/def2-TZVPD",
  "species": ["H", "C", "H", "H", "H", "C", "C", "H", "C", "H", "C", "C", "C", "Au", "C", "Cl", "C", "H", "H", "C", "H", "H", "P", "C", "C", "H", "H", "C", "S", "C", "O", "C", "H", "C", "O", "Cl", "C", "H", "C", "C", "C", "H"],
  "coordinates": [[2.956, 2.025, -0.930], [2.867, 1.055, -0.460], [0.731, -3.831, -0.242], [4.953, 0.917, 0.017], [-2.708, 3.801, -2.023], [1.634, 0.435, -0.397], [-1.392, -3.924, 0.252], [0.379, -3.748, 1.499], [1.528, -0.819, 0.198], [-2.868, -0.722, 0.780], [-0.603, 1.320, -3.019], [3.989, 0.430, 0.074], [-0.240, -0.828, 2.948], [-1.335, -1.584, -1.480], [-2.304, -0.605, 1.695], [-3.002, 1.077, -1.726], [0.400, 2.134, -3.572], [0.761, 0.928, -0.807], [0.812, -1.084, 2.997], [-2.220, 0.006, 4.017], [-3.971, 0.167, 2.788], [4.758, -1.300, 1.084], [-0.045, -1.631, 0.379], [-0.831, 4.114, -3.027], [-0.880, -0.353, 4.079], [-0.330, -0.257, 5.005], [-0.920, 5.192, -3.031], [3.883, -0.816, 0.674], [-0.373, -0.424, -3.130], [-0.962, -0.965, 1.758], [-2.189, -3.018, -0.322], [0.285, 3.513, -3.582], [-2.714, 0.384, 4.902], [2.652, -1.451, 0.735], [-1.746, -5.014, 0.576], [1.815, 1.435, -4.276], [-2.928, -0.114, 2.830], [2.579, -2.433, 1.187], [0.053, -3.425, 0.510], [-1.715, 1.965, -2.468], [-1.833, 3.344, -2.464], [1.073, 4.103, -4.029]],
  "forces_ev_per_angstrom": [[0.0, 0.0, 0.0], [0.0, 0.0, 0.0], [0.0, 0.0, 0.0], [0.0, 0.0, 0.0], [0.0, 0.0, 0.0], [0.0, 0.1, 0.1], [0.0, 0.1, 0.0], [0.0, 0.0, 0.0], [0.1, -0.3, 0.1], [0.0, 0.0, 0.0], [0.0, -0.2, 0.1], [0.0, 0.0, 0.0], [0.0, 0.1, 0.0], [0.1, 0.2, -0.2], [-0.1, -0.1, 0.0], [-0.1, -0.2, 0.0], [0.0, 0.0, 0.0], [0.0, 0.0, 0.0], [0.0, 0.0, 0.0], [0.0, 0.0, 0.0], [0.0, 0.0, 0.0], [0.0, 0.0, 0.0], [0.1, 0.0, 0.0], [0.0, 0.0, 0.0], [0.0, 0.0, 0.0], [0.0, 0.0, 0.0], [0.0, 0.0, 0.0], [0.0, 0.0, 0.0], [-0.1, 0.1, -0.1], [0.1, 0.1, -0.1], [-0.1, -0.2, 0.0], [0.0, 0.0, 0.0], [0.0, 0.0, 0.0], [0.0, 0.0, -0.1], [0.0, 0.1, 0.0], [0.0, 0.0, 0.0], [0.0, 0.0, 0.0], [0.0, 0.0, 0.0], [-0.1, 0.0, 0.1], [0.0, 0.1, 0.0], [0.0, 0.0, 0.0], [0.0, 0.0, 0.0]],
  "charge": 1,
  "gap_ev": [6.03, 6.04],
  "e_homo_ev": [-11.9060, -11.9079],
  "e_tot_ev": -73933.189
}

---

Entry 5:
{
  "formula": "C20H15Br2N4NiO6S",
  "method": "wB97M-V/def2-TZVPD",
  "species": ["H", "C", "C", "N", "C", "C", "C", "C", "C", "H", "H", "H", "H", "O", "N", "C", "O", "C", "C", "H", "C", "H", "Br", "Br", "O", "C", "C", "C", "H", "O", "H", "H", "O", "H", "S", "H", "C", "C", "C", "C", "N", "H", "N", "C", "H", "C", "H", "O", "Ni"],
  "coordinates": [[1.777, 4.744, 0.666], [-0.603, -3.160, -0.439], [0.256, 0.649, -2.084], [0.290, -0.396, 2.844], [2.632, 0.015, 2.519], [1.458, -0.295, 3.456], [-1.473, 3.800, 0.784], [0.303, 0.001, -3.464], [-0.832, -0.854, 4.860], [-1.209, -4.690, -1.680], [2.512, -0.372, 5.306], [0.448, -1.590, -6.992], [0.405, -3.032, -4.975], [2.311, 0.070, 1.288], [-0.418, -4.195, -1.304], [0.387, 0.220, -5.843], [-0.035, -0.170, -1.154], [0.376, -1.954, -4.867], [0.406, -1.156, -6.002], [0.350, 1.884, -4.465], [0.344, 0.811, -4.594], [-1.762, -1.078, 5.361], [0.425, 1.324, -7.397], [-0.627, 6.509, 0.563], [0.479, 1.856, -2.002], [1.546, -0.463, 4.829], [0.319, -1.381, -3.605], [-0.834, -0.667, 3.488], [-1.956, -1.774, 0.172], [3.733, 0.193, 3.031], [0.454, -4.687, -1.226], [-2.482, 4.184, 0.754], [-3.140, -1.059, 3.101], [-2.454, -2.790, -1.168], [0.683, -2.683, 0.545], [2.006, 2.263, 0.847], [0.903, 4.115, 0.738], [1.034, 2.740, 0.845], [-0.375, 4.637, 0.709], [-2.067, -0.762, 2.593], [-0.012, 1.923, 0.934], [0.296, -1.987, -2.709], [-1.798, -2.592, -0.432], [-1.237, 2.441, 0.897], [0.417, -0.887, 6.604], [0.381, -0.746, 5.530], [-2.051, 1.728, 0.948], [-1.832, -0.510, 1.356], [0.261, -0.177, 0.836]],
  "forces_ev_per_angstrom": [[0.0, 0.0, 0.0], [0.1, -0.1, 0.1], [-0.1, 0.1, 0.0], [0.0, 0.0, -0.1], [0.0, 0.0, 0.0], [0.0, 0.0, 0.0], [0.0, 0.1, 0.0], [0.0, 0.0, -0.1], [0.0, 0.0, 0.0], [0.0, 0.0, 0.0], [0.0, 0.0, 0.0], [0.0, 0.0, 0.0], [0.0, 0.0, 0.0], [0.0, 0.0, -0.1], [0.0, 0.0, 0.0], [0.0, 0.0, 0.0], [0.1, 0.0, 0.1], [0.0, 0.0, 0.0], [0.0, 0.0, 0.0], [0.0, 0.0, 0.0], [0.0, 0.0, 0.0], [0.0, 0.0, 0.0], [0.0, 0.0, 0.0], [0.0, 0.0, 0.0], [0.0, 0.0, 0.0], [0.0, 0.0, 0.0], [0.0, 0.0, 0.1], [0.0, 0.0, 0.0], [0.0, 0.0, 0.0], [0.0, 0.0, 0.0], [0.0, 0.0, 0.0], [0.0, 0.0, 0.0], [0.0, 0.0, 0.0], [0.0, 0.0, 0.0], [-0.1, 0.0, 0.0], [0.0, 0.0, 0.0], [0.0, 0.0, 0.0], [0.1, 0.0, 0.0], [0.0, -0.1, 0.0], [0.0, 0.0, 0.0], [0.0, 0.0, 0.0], [0.0, 0.0, -0.1], [-0.1, 0.1, 0.0], [0.0, 0.0, 0.0], [0.0, 0.0, 0.0], [0.0, 0.0, 0.0], [0.0, 0.0, 0.0], [0.0, 0.0, -0.1], [0.0, 0.0, 0.1]],
  "charge": -1,
  "gap_ev": [8.11, 8.55],
  "spin_multiplicity": 3,
  "e_homo_ev": [-5.7014, -6.1390],
  "e_above_lowest_ev": 0.000,
  "e_tot_ev": -231199.740,
  "s_squared": 2.005
}

---

Entry 6:
{
  "formula": "C20H15Cl2N5O4PdS",
  "method": "wB97M-V/def2-TZVPD",
  "species": ["C", "C", "O", "C", "H", "C", "C", "N", "C", "C", "O", "C", "H", "C", "N", "C", "H", "Cl", "H", "C", "H", "H", "H", "H", "O", "H", "S", "C", "H", "C", "C", "H", "C", "H", "C", "Cl", "N", "H", "C", "C", "H", "H", "O", "N", "N", "Pd", "C", "C"],
  "coordinates": [[0.167, -2.495, 1.542], [-1.702, -3.362, -3.592], [1.003, -2.889, 0.778], [4.137, 0.622, 2.939], [2.405, 1.634, 3.763], [-0.942, 3.523, 0.885], [4.583, -0.140, 1.872], [-0.965, -1.469, -2.349], [-0.100, -3.109, 2.912], [-0.597, 2.391, 0.105], [-0.030, 1.468, 2.847], [2.001, 0.698, 1.893], [-0.622, 3.578, 1.915], [-2.028, -1.162, -4.465], [-0.794, 1.159, -1.893], [0.591, 1.237, 1.823], [-1.435, -2.701, 4.437], [-2.092, 5.890, 1.330], [5.606, -0.486, 1.813], [-1.315, 0.823, -3.112], [-0.649, -4.034, 2.728], [-2.218, 3.329, -2.791], [0.866, -3.384, 3.341], [-2.641, -2.949, -5.481], [-0.623, -1.450, 1.259], [-1.793, -4.437, -3.662], [2.287, -0.855, -2.291], [-1.869, 3.370, -1.773], [4.809, 0.891, 3.743], [-1.694, 4.524, 0.352], [-2.158, 4.446, -0.993], [3.988, -1.078, 0.023], [-1.083, 2.295, -1.266], [-0.369, -1.487, 4.159], [-1.100, -2.782, -2.485], [-3.097, 5.738, -1.654], [-0.920, -2.214, 3.717], [-0.689, -3.387, -1.684], [-2.170, -2.533, -4.600], [3.689, -0.462, 0.862], [-1.219, -1.344, 2.036], [-2.374, -0.465, -5.214], [-1.702, 1.576, -3.989], [0.167, 1.387, 0.536], [2.427, -0.047, 0.869], [0.866, -0.226, -0.824], [-1.419, -0.675, -3.316], [2.817, 1.042, 2.958]],
  "forces_ev_per_angstrom": [[-0.1, 0.1, 0.1], [0.0, 0.0, 0.0], [0.0, -0.1, 0.0], [0.0, 0.0, 0.0], [0.0, 0.0, 0.0], [0.0, -0.1, 0.0], [0.0, 0.0, 0.0], [-0.1, 0.0, 0.1], [0.0, 0.0, -0.1], [-0.2, 0.0, 0.0], [0.1, 0.1, 0.0], [-0.1, -0.1, -0.1], [0.0, 0.0, 0.0], [0.0, 0.0, 0.0], [0.0, 0.0, 0.0], [0.0, -0.1, 0.0], [0.0, 0.0, 0.0], [0.0, 0.0, 0.0], [0.0, 0.0, 0.0], [-0.1, -0.1, -0.1], [0.0, 0.0, 0.0], [0.0, 0.0, 0.0], [0.0, 0.0, 0.0], [0.0, 0.0, 0.0], [0.0, -0.2, 0.0], [0.0, 0.0, 0.0], [0.3, -0.2, -0.4], [0.0, -0.1, 0.0], [0.0, 0.0, 0.0], [0.0, 0.1, 0.0], [0.0, 0.1, 0.0], [0.0, 0.0, 0.0], [0.0, 0.0, 0.1], [0.0, 0.0, 0.0], [0.1, 0.0, -0.1], [0.0, 0.0, 0.0], [0.0, 0.1, 0.0], [0.0, 0.0, 0.0], [0.0, 0.0, 0.0], [0.0, -0.1, 0.0], [0.0, 0.1, 0.0], [0.0, 0.0, 0.0], [0.0, 0.0, 0.0], [0.2, 0.0, 0.1], [0.0, 0.1, 0.1], [-0.1, 0.5, 0.0], [0.0, 0.0, 0.1], [0.0, -0.1, 0.0]],
  "gap_ev": [7.16, 6.34],
  "spin_multiplicity": 5,
  "e_homo_ev": [-7.2603, -8.2563],
  "e_above_lowest_ev": 0.000,
  "e_tot_ev": -75982.876,
  "s_squared": 6.034
}